[1]
Below is C10H16ClInPdTe as an isolated structure in a non-equilibrium geometry, with properties calculated with ωB97M-V/def2-TZVPD.

Properties
Frontier orbital gap (spin up / spin down) ... 2.61 / 5.56 eV
DFT total energy ... -39093.95470 eV
Spin multiplicity ... 3
Total charge ... -2
Molecular weight ... 520.5 g/mol

Each line ends with the natural charge from an NBO analysis.
Geometry (Å):
In -2.51 -1.89 -0.18  0.995
Cl -2.69 -1.80 2.23  -0.677
C -1.79 -3.93 -0.58  -1.200
C -3.51 -0.89 -1.93  -1.203
H -2.10 -4.29 -1.57  0.190
H -0.70 -3.90 -0.52  0.222
H -2.20 -4.59 0.19  0.201
H -3.70 -1.62 -2.72  0.185
H -2.81 -0.14 -2.32  0.221
H -4.48 -0.44 -1.66  0.197
Pd 0.42 1.00 -0.75  0.335
C 0.46 2.94 0.06  -1.214
C 0.43 -0.53 -1.84  -0.734
H 0.47 3.46 -0.91  0.168
H -0.43 3.20 0.66  0.185
H 1.39 3.14 0.63  0.184
H -0.52 -0.65 -2.44  0.146
H 1.15 -1.36 -1.98  0.153
Te 1.24 -1.00 0.59  0.087
C 2.62 0.26 1.64  -0.225
C 3.72 0.83 0.96  -0.251
C 4.46 1.84 1.58  -0.225
C 4.14 2.27 2.87  -0.263
C 3.07 1.67 3.57  -0.224
C 2.33 0.63 2.98  -0.253
H 3.95 0.52 -0.05  0.216
H 5.29 2.31 1.04  0.189
H 4.71 3.06 3.36  0.187
H 2.79 2.01 4.57  0.190
H 1.52 0.14 3.51  0.219



[2]
Below is C10H16ClSTlYb as an isolated structure in a non-equilibrium geometry, with properties calculated with ωB97M-V/def2-TZVPD.

Properties
Frontier orbital gap (spin up / spin down) ... 6.07 / 4.39 eV
DFT total energy ... -70207.97425 eV
Energy relative to the best compared isomer or geometry (same formula, charge and spin) ... 1.279 eV
Spin multiplicity ... 2
Total charge ... -1
Molecular weight ... 581.2 g/mol

Each line ends with the Mulliken spin population.
Geometry (Å):
Yb 1.52 -0.42 -0.27  0.048
Cl 2.32 -2.66 -0.30  -0.003
C 0.39 0.22 -2.21  0.018
H 0.44 1.31 -2.36  0.000
H -0.61 -0.14 -2.47  -0.002
H 1.12 -0.27 -2.86  0.001
Tl -2.38 -2.24 1.37  0.034
C -1.40 -2.63 3.25  0.001
C -2.47 -3.96 0.07  -0.006
C -2.83 -0.36 0.70  0.845
H -3.23 -3.78 -0.71  -0.002
H -1.45 -3.99 -0.35  0.003
H -2.70 -4.85 0.68  0.001
H -1.66 -1.82 3.96  0.000
H -1.74 -3.62 3.62  0.002
H -0.33 -2.62 2.97  0.001
H -2.73 -0.16 -0.39  0.044
H -2.75 0.53 1.37  0.017
S 3.46 1.22 0.42  -0.001
C 2.73 2.56 -0.34  0.004
C 1.87 3.42 0.39  -0.006
C 1.51 4.65 -0.13  0.000
C 1.90 5.01 -1.44  0.000
C 2.67 4.13 -2.21  0.000
C 3.07 2.90 -1.69  0.001
H 1.55 3.09 1.38  -0.001
H 0.92 5.34 0.47  0.000
H 1.61 5.97 -1.84  0.000
H 2.98 4.40 -3.23  0.000
H 3.65 2.18 -2.27  -0.001



[3]
Below is an isolated ion of composition C10H16N and charge +1 in a non-equilibrium geometry, with properties calculated with ωB97M-V/def2-TZVPD.

Properties
Frontier orbital gap (spin up / spin down) ... 7.45 / 7.45 eV
DFT total energy ... -12110.25834 eV
Energy relative to the best compared isomer or geometry (same formula, charge and spin) ... 3.029 eV
Total charge ... +1
Molecular weight ... 150.2 g/mol

Each line ends with the natural charge from an NBO analysis.
Geometry (Å):
C 1.82 1.17 1.59  -0.151
C 0.83 2.01 1.02  -0.267
C 1.69 -0.19 1.46  -0.243
C -0.22 1.54 0.31  0.231
C 0.15 -0.13 -1.44  -0.047
C 0.58 -0.73 0.85  0.132
C -0.39 0.07 -0.01  -0.243
C -1.20 2.45 -0.32  -0.678
C 0.18 -1.45 -2.11  -0.727
C -1.84 -0.40 0.16  -0.616
N 0.49 -2.20 0.76  -0.700
H 2.65 1.60 2.11  0.235
H 0.93 3.07 1.16  0.232
H 2.43 -0.85 1.90  0.221
H 0.93 0.56 -1.73  0.200
H -2.19 2.34 0.12  0.236
H -1.28 2.20 -1.38  0.233
H -0.89 3.49 -0.22  0.238
H 0.17 -1.26 -3.18  0.279
H -0.69 -2.06 -1.89  0.215
H 1.11 -2.03 -1.95  0.205
H -2.19 -0.18 1.16  0.234
H -1.96 -1.47 -0.02  0.191
H -2.48 0.11 -0.55  0.247
H 1.20 -2.63 1.36  0.449
H 0.63 -2.52 -0.23  0.448
H -0.45 -2.52 1.06  0.445



[4]
Below is one molecule with the formula C10H16N2 in a non-equilibrium geometry, with properties calculated with ωB97M-V/def2-TZVPD.

Properties
Frontier orbital gap ... 11.86 eV
DFT total energy ... -13608.84715 eV
Energy relative to the best compared isomer or geometry (same formula, charge and spin) ... 0.105 eV
SMILES string ... CC(C)C(C)(C)C(C)(C#N)C#N
Total charge ... 0
Molecular weight ... 164.3 g/mol

Each line ends with the natural charge from an NBO analysis.
Geometry (Å):
N 2.10 -0.60 -2.21  -0.288
N -0.07 -2.74 1.00  -0.286
C 1.75 -0.69 -1.09  0.306
C 0.59 -1.84 0.66  0.305
C 2.74 -0.96 1.11  -0.580
C -1.49 0.28 -0.64  -0.614
C -0.99 2.60 0.05  -0.606
C 0.06 0.56 2.19  -0.642
C 1.79 1.78 1.04  -0.631
C 1.43 -0.69 0.36  -0.290
C -0.33 1.25 -0.29  -0.213
C 0.72 0.69 0.80  0.035
H 3.13 -1.98 0.85  0.240
H 3.54 -0.24 0.88  0.235
H 2.58 -0.94 2.19  0.227
H -1.14 -0.70 -0.97  0.216
H -2.04 0.71 -1.49  0.218
H -2.12 0.22 0.24  0.206
H -0.26 3.40 0.05  0.207
H -1.45 2.56 1.03  0.202
H -1.76 2.81 -0.67  0.219
H -0.91 0.05 2.18  0.224
H 0.69 0.03 2.90  0.216
H -0.17 1.54 2.63  0.226
H 2.52 1.49 1.82  0.215
H 1.36 2.78 1.31  0.228
H 2.30 2.00 0.11  0.215
H 0.25 1.45 -1.21  0.210



[5]
Below is one molecule with the formula C10H16N2O, with properties calculated with ωB97M-V/def2-TZVPD.

Properties
Frontier orbital gap ... 8.05 eV
DFT total energy ... -15656.96194 eV
Energy relative to the best compared isomer or geometry (same formula, charge and spin) ... 0.034 eV
SMILES string ... CCN(CCO)c1ccc(N)cc1
Total charge ... 0
Molecular weight ... 180.3 g/mol

Each line ends with the natural charge from an NBO analysis.
Geometry (Å):
C 2.82 -0.66 -1.77  -0.611
H 3.15 -0.33 -2.75  0.212
H 3.45 -0.19 -1.02  0.212
H 2.95 -1.73 -1.71  0.192
C 1.36 -0.25 -1.56  -0.219
N 0.97 -0.40 -0.17  -0.461
C -0.03 0.47 0.31  0.112
C -0.94 1.12 -0.51  -0.243
C -1.87 2.01 0.01  -0.245
C -1.94 2.25 1.38  0.143
C -1.03 1.59 2.21  -0.268
C -0.10 0.72 1.69  -0.164
H 0.60 0.24 2.35  0.204
H -1.06 1.77 3.27  0.204
N -2.92 3.07 1.91  -0.803
H -3.32 3.74 1.27  0.376
H -2.72 3.46 2.82  0.376
H -2.57 2.50 -0.65  0.203
H -0.94 0.94 -1.58  0.216
C 0.89 -1.76 0.32  -0.231
H 1.83 -2.27 0.10  0.191
C -0.28 -2.58 -0.25  -0.087
O -0.09 -3.02 -1.57  -0.719
H 0.71 -3.56 -1.60  0.460
H -0.47 -3.44 0.41  0.158
H -1.18 -1.96 -0.27  0.189
H 0.77 -1.73 1.41  0.206
H 1.27 0.81 -1.80  0.201
H 0.72 -0.83 -2.24  0.193



[6]
Below is one molecule with the formula C10H16N2O2 in a non-equilibrium geometry, with properties calculated with ωB97M-V/def2-TZVPD.

Properties
Frontier orbital gap ... 6.93 eV
DFT total energy ... -17701.10162 eV
Energy relative to the best compared isomer or geometry (same formula, charge and spin) ... 3.939 eV
SMILES string ... Cc1cc([O-])n(C)c(=O)c1[N+](C)(C)C
Total charge ... 0
Molecular weight ... 196.3 g/mol

Each line ends with the natural charge from an NBO analysis.
Geometry (Å):
C 1.63 -1.80 -0.07  -0.464
C 0.28 -1.42 0.16  0.023
C -0.17 -0.19 -0.14  -0.115
C 1.10 0.99 -0.26  0.703
C 2.68 -0.85 -0.09  0.610
C -0.48 -2.57 0.80  -0.637
C 3.39 1.43 -0.10  -0.411
C -2.65 -0.50 -0.33  -0.436
C -1.64 1.36 -1.42  -0.389
C -1.57 1.20 1.05  -0.422
N 2.36 0.52 -0.24  -0.459
N -1.52 0.40 -0.27  -0.234
O 0.82 2.20 -0.25  -0.711
O 3.89 -1.17 -0.03  -0.676
H 1.95 -2.79 0.13  0.218
H -1.19 -3.07 0.11  0.215
H -1.13 -2.17 1.64  0.196
H 0.30 -3.18 1.25  0.243
H 3.79 1.80 -1.07  0.203
H 2.96 2.35 0.36  0.217
H 4.09 1.11 0.60  0.234
H -3.64 -0.04 -0.27  0.229
H -2.72 -1.12 -1.20  0.233
H -2.77 -1.32 0.43  0.241
H -0.75 1.87 -1.37  0.265
H -1.75 0.70 -2.33  0.214
H -2.47 2.00 -1.35  0.211
H -2.57 1.61 1.33  0.203
H -1.40 0.63 1.94  0.226
H -0.83 1.98 0.99  0.271



[7]
Below is one molecule with the formula C10H16N2O3 in a non-equilibrium geometry, with properties calculated with ωB97M-V/def2-TZVPD.

Properties
Frontier orbital gap ... 10.41 eV
DFT total energy ... -19749.79887 eV
Energy relative to the best compared isomer or geometry (same formula, charge and spin) ... 2.968 eV
SMILES string ... COCCCC[C@@H]1C[C@H](OC#N)C(=O)N1
Total charge ... 0
Molecular weight ... 212.2 g/mol

Each line ends with the natural charge from an NBO analysis.
Geometry (Å):
C 3.22 -0.97 0.57  -0.259
O 2.56 0.29 0.69  -0.550
C 2.32 0.76 -0.65  -0.070
C 1.23 1.88 -0.73  -0.435
C 0.51 2.21 0.62  -0.404
C -0.73 1.30 0.96  -0.403
C -0.63 -0.18 0.46  -0.038
C -1.07 -0.54 -1.01  -0.469
C -2.00 -1.79 -0.81  0.007
O -3.33 -1.75 -1.40  -0.465
C -3.90 -0.58 -1.15  0.538
N -4.34 0.43 -0.87  -0.405
C -2.10 -2.07 0.76  0.663
O -2.43 -3.07 1.31  -0.557
N -1.68 -0.85 1.29  -0.631
H 3.47 -1.43 1.55  0.202
H 2.63 -1.73 -0.01  0.162
H 4.17 -0.80 -0.01  0.171
H 3.31 1.10 -1.05  0.179
H 1.99 -0.09 -1.29  0.159
H 1.76 2.81 -1.04  0.217
H 0.52 1.68 -1.57  0.210
H 1.20 2.23 1.49  0.225
H 0.12 3.25 0.52  0.213
H -0.80 1.28 2.08  0.207
H -1.70 1.70 0.60  0.229
H 0.30 -0.75 0.66  0.203
H -1.43 0.25 -1.69  0.254
H -0.15 -1.01 -1.44  0.227
H -1.62 -2.77 -1.18  0.219
H -1.58 -0.77 2.29  0.399



[8]
Below is one molecule with the formula C10H16N2O5 in a non-equilibrium geometry, with properties calculated with ωB97M-V/def2-TZVPD.

Properties
Frontier orbital gap ... 10.28 eV
DFT total energy ... -23847.74144 eV
Energy relative to the best compared isomer or geometry (same formula, charge and spin) ... 1.198 eV
SMILES string ... N[C@@H](CCC(=O)O)C(=O)N1CCC[C@H]1C(=O)O
Total charge ... 0
Molecular weight ... 244.2 g/mol

Each line ends with the natural charge from an NBO analysis.
Geometry (Å):
C 0.13 0.98 0.53  -0.114
C -0.05 -0.52 0.22  0.680
C 0.47 1.16 2.02  -0.397
C 0.74 2.66 2.42  -0.521
C 0.94 2.72 3.93  0.790
C -0.70 -2.27 -1.29  -0.164
C 0.63 -3.10 -1.47  0.781
C -1.30 -2.18 -2.66  -0.398
C -0.53 -1.04 -3.35  -0.419
C -0.60 -0.01 -2.25  -0.190
H -1.02 2.69 0.44  0.369
H -1.98 1.30 0.44  0.369
H 0.95 1.44 -0.09  0.204
H -0.42 0.78 2.58  0.228
H 1.39 0.60 2.23  0.212
H 1.68 2.97 1.93  0.215
H -0.10 3.29 2.23  0.229
H 2.59 1.75 3.85  0.480
H -1.41 -2.69 -0.69  0.235
H -2.38 -1.90 -2.51  0.199
H -1.31 -3.11 -3.19  0.251
H -1.07 -0.57 -4.21  0.224
H 0.48 -1.26 -3.56  0.224
H 0.32 0.63 -2.35  0.220
H -1.57 0.39 -2.17  0.215
H 0.96 -2.69 0.38  0.512
N -1.10 1.71 0.12  -0.853
N -0.36 -0.88 -0.99  -0.405
O 0.09 -1.36 1.15  -0.691
O 0.19 3.26 4.66  -0.560
O 2.04 2.21 4.46  -0.668
O 0.96 -3.72 -2.46  -0.577
O 1.34 -3.23 -0.34  -0.683



Which of these has the highest total charge? C10H16N